Formula: C6H10O
Source: the Open Molecules 2025 dataset
Level of theory: ωB97M-V/def2-TZVPD

The HOMO energy comes out at -9.1 eV. The energy above the lowest of the compared OMol25 structures with the same formula, charge and spin is 407.11 kJ/mol. As for the multiplicity: 1. Its HOMO-LUMO gap is 0.361 Ha.

Cartesian coordinates (Å):
C: -0.3274 -0.8592 1.9001
O: 1.4083 0.2083 0.8030
C: 0.3812 1.0617 0.4769
C: 1.0330 1.1014 -0.8169
C: 0.5031 0.0333 -1.7209
C: -0.6623 -0.5999 -0.9527
C: -0.8139 0.1912 0.3637
H: 0.6278 -1.1223 2.4272
H: -0.7397 -1.7725 1.5228
H: -0.9520 -0.3579 2.6166
H: 0.3131 1.9737 1.0695
H: 1.6439 1.9272 -1.1991
H: 0.1393 0.4682 -2.6546
H: 1.2690 -0.6864 -2.0069
H: -1.5587 -0.5856 -1.5724
H: -0.4594 -1.6443 -0.7430
H: -1.8054 0.6630 0.4867